The molecule C6H15O4PS2 at a distorted geometry. Source: the OMol25 dataset; level of theory: the ωB97M-V functional and the def2-TZVPD basis.

Last column: Löwdin charge in e.
Geometry (Å):
C1 3.032 0.806 -0.107  -0.04
C2 0.265 1.846 -3.247  -0.05
C3 -2.307 -0.959 4.268  -0.51
C4 1.489 0.844 0.130  -0.20
C5 -0.365 0.477 -2.921  -0.29
C6 -1.801 -0.621 0.608  -0.38
O1 -0.543 -2.077 -1.372  -0.24
O2 -0.474 -1.727 2.549  -0.60
O3 0.915 -0.480 -0.144  -0.21
O4 -0.995 0.382 -1.669  -0.22
P1 -0.531 -0.787 -0.702  0.38
S1 -3.278 -1.796 3.031  0.56
S2 -1.599 -2.158 1.684  0.69
H1 3.260 0.026 0.556  0.05
H2 3.376 0.636 -1.110  0.08
H3 3.488 1.599 0.454  0.07
H4 -0.381 2.375 -2.623  0.05
H5 1.286 2.047 -2.907  0.07
H6 0.248 2.032 -4.285  0.06
H7 -2.706 -0.032 4.658  0.02
H8 -1.297 -0.790 3.888  0.00
H9 -2.218 -1.589 5.280  0.09
H10 0.945 1.574 -0.444  0.09
H11 1.244 0.932 1.212  0.13
H12 0.338 -0.325 -3.068  0.10
H13 -1.281 0.258 -3.658  0.17
H14 -2.752 -0.465 0.071  0.08
H15 -1.752 0.176 1.368  0.07

The value obtained for the LUMO energy is 0.6 eV. As for the highest occupied orbital energy: -0.331 Eh. As for the energy: -45614.461 eV. The HOMO-LUMO gap comes out at 9.584 eV.

A cluster of 2 separate species, C6H15PS in total at a distorted geometry. Source: the OMol25 dataset; level of theory: the ωB97M-V functional and the def2-TZVPD basis.

Last column: Löwdin charge in e.
Geometry (Å):
C1 -3.967 -2.447 0.215  -0.22
C2 2.008 0.116 1.547  -0.13
C3 3.728 -0.493 -0.217  -0.15
C4 2.051 1.486 -0.498  -0.08
C5 -3.501 -1.053 0.128  -0.60
C6 2.315 0.047 0.046  -0.91
P1 -3.100 0.084 1.321  0.77
S1 1.191 -1.198 -0.659  0.79
H1 -3.659 -3.012 -0.627  0.05
H2 -5.054 -2.712 0.177  0.09
H3 -3.576 -3.013 1.067  0.07
H4 1.039 0.472 1.796  0.06
H5 2.001 -0.900 1.838  0.06
H6 2.701 0.695 2.097  0.07
H7 3.649 -1.545 0.169  0.06
H8 4.688 0.056 0.299  0.14
H9 3.914 -0.594 -1.306  0.07
H10 2.549 1.721 -1.336  0.03
H11 0.924 1.533 -0.587  0.10
H12 2.319 2.180 0.215  0.05
H13 -3.452 -0.682 -0.894  0.02
H14 0.263 -0.872 0.161  -0.18
H15 -3.886 -0.458 2.390  -0.15

The value obtained for the LUMO energy is 0.0 eV. As for the highest occupied orbital energy: -0.330 Eh. As for the energy: -26586.705 eV. As for the SMILES: CC(C)(C)S.[H]/P=C\C. The HOMO-LUMO gap comes out at 8.950 eV.